# 1
Entry from the OMol25 dataset: 7 unconnected molecules or ions with the total composition C35H70Cl2F3N3O14PS2 in a non-equilibrium geometry (ωB97M-V/def2-TZVPD).

Cartesian coordinates (Å):
Cl: -5.4241 0.6414 0.6023
Cl: -4.4070 3.5682 -3.4662
S: -2.4160 -0.8209 1.4497
S: -3.8420 2.5507 -0.1214
P: -3.3215 1.7104 -3.7709
F: -4.3060 -0.4185 3.4220
F: -3.1125 1.5695 2.8578
F: -2.0507 -0.1397 4.1263
O: -8.4343 -1.4375 -4.2533
O: -1.0568 -1.4884 1.9233
O: 0.0884 -0.8372 -1.4783
O: -2.8657 -0.7848 -3.5626
O: 8.1939 -2.8086 1.3891
O: 3.4752 4.2491 -5.1374
O: -3.2269 -2.1512 8.8146
O: 5.3383 1.8742 1.9555
O: -2.2573 1.8742 -5.1731
O: -1.1980 -4.1589 0.4979
O: -3.3709 -2.0619 1.3620
O: -2.9740 -2.1855 -5.1063
O: 0.8851 1.0871 3.6712
O: 0.7055 -3.7447 -0.9021
N: -2.3444 1.3221 -2.2748
N: -2.2115 -1.3342 -4.6298
N: -0.9773 1.0226 0.4210
C: -3.3250 -3.0202 6.5753
C: 2.5710 1.5167 -4.1337
C: -0.6971 -3.4613 -0.5609
C: 6.5430 1.4372 2.5794
C: 4.0334 5.4353 -5.6967
C: 2.9191 2.2096 -1.4367
C: 2.5472 -0.6496 3.6526
C: 9.3985 -3.2456 2.0131
C: -8.6507 -3.7979 -4.6542
C: -1.8695 -0.0813 -2.6859
C: -3.0116 -1.8142 7.4465
C: 3.9366 5.3714 -7.2126
C: 1.3027 2.4260 -1.3116
C: -5.6296 0.0718 -2.0279
C: 6.3036 1.2639 4.0709
C: 0.9247 1.7479 -3.9611
C: 1.8504 0.4767 5.7866
C: 9.8560 -4.5453 1.3705
C: -2.0425 0.0870 -0.0953
C: -9.6906 -2.7077 -2.6447
C: 9.1592 -3.4189 3.5045
C: -1.3948 2.4834 -2.3088
C: -3.1408 0.9865 -0.9915
C: -4.4478 0.0870 -0.9329
C: -8.5130 -2.7051 -3.6063
C: -2.9725 0.1187 2.9560
C: 3.5918 1.7645 -2.8617
C: 3.2986 6.6465 -5.1450
C: 2.0897 0.6500 4.2952
C: 0.2035 2.1850 -2.5543
C: -1.3802 -0.8692 -1.2988
C: -1.7185 -2.4556 -1.3706
C: 7.0004 0.1375 1.9369
C: -3.8818 -0.6232 7.0780
C: -6.6512 1.3476 -2.0658
H: -9.7691 -3.6644 -2.1192
H: 0.3957 -1.4801 -2.1812
H: -8.6979 -4.7874 -4.1890
H: -2.8041 -2.7742 -1.0732
H: 4.3722 6.2631 -7.6739
H: 2.7037 -0.5130 2.5771
H: 4.6626 1.1903 2.0958
H: -3.7275 -0.3291 6.0353
H: -4.1625 -2.3908 8.9209
H: 10.0125 -4.4086 0.2951
H: 0.2094 0.4031 3.8115
H: -4.1227 -1.0589 -0.8560
H: 10.7897 -4.8998 1.8181
H: 3.4809 -1.0041 4.1001
H: 0.2953 1.5800 -4.9267
H: -3.6539 0.2335 7.7213
H: -0.9223 -0.2017 -3.3514
H: -4.3668 -3.3356 6.7027
H: 1.7870 -1.4309 3.7643
H: -1.3642 3.1305 -1.3017
H: 7.5182 -3.4925 1.5295
H: 1.2048 -3.6993 -0.0116
H: -10.6309 -2.5224 -3.1762
H: -3.1541 -2.7981 5.5174
H: 2.7631 0.1559 6.2982
H: 3.5582 2.4326 -0.4546
H: 10.0719 -3.7397 4.0162
H: 5.9630 2.2040 4.5177
H: 7.1569 0.2742 0.8614
H: 7.2974 2.2144 2.4156
H: -1.6477 3.3175 -3.1267
H: 0.8677 2.7816 -0.2576
H: 2.8929 5.2848 -7.5354
H: -7.0582 1.4721 -3.1602
H: -5.3482 -0.1855 -3.1342
H: 7.9341 -0.2170 2.3844
H: -2.6237 1.3208 -5.9481
H: 5.0862 5.4751 -5.3964
H: 4.4594 4.4880 -7.5946
H: 3.3663 6.6728 -4.0520
H: 1.5098 1.4168 6.2334
H: 3.0190 1.2224 -5.1752
H: 3.7151 7.5765 -5.5442
H: 1.0654 -0.2646 5.9740
H: 8.3742 -4.1603 3.6919
H: 2.2324 6.6053 -5.3944
H: -4.9433 -0.8535 7.2231
H: 10.1530 -2.4684 1.8493
H: 9.0958 -5.3266 1.4822
H: -0.0919 0.5696 0.6946
H: 8.8186 -2.4788 3.9514
H: -7.6017 1.0878 -1.3912
H: -1.3177 1.7509 1.0693
H: 2.5404 4.2053 -5.3988
H: 5.5186 0.5225 4.2582
H: 6.2402 -0.6438 2.0485
H: -6.3321 -0.8448 -1.7033
H: -2.7000 -3.8733 6.8600
H: 2.8442 1.4272 4.1314
H: 4.7581 1.6581 -2.9023
H: -2.7410 3.2722 0.4291
H: -1.5980 -2.7866 -2.5124
H: -6.2381 2.3604 -1.6752
H: -1.9551 -1.5459 7.3375
H: 7.2163 0.9431 4.5825
H: -9.5541 -3.6514 -5.2570
H: -7.8023 -3.7762 -5.3467
H: -9.5841 -1.9082 -1.9038
H: -9.2574 -1.3037 -4.7519
H: -7.5813 -2.8462 -3.0476

total energy = -134692.0921 eV
net charge = +1

***

# 2
Entry from the OMol25 dataset: a molecular structure, C35H70FNO28S5Tl in a non-equilibrium geometry (ωB97M-V/def2-TZVPD).

Cartesian coordinates (Å):
Tl: 3.1683 -1.5689 0.2581
S: 3.0666 2.5251 1.2631
S: -2.7074 -5.4119 -0.7336
S: 1.5401 -0.3903 4.1349
S: 4.5818 -5.4107 -0.9851
S: -2.9815 3.1844 -4.8269
F: 1.4820 -3.5536 1.6126
O: 2.5149 -0.7356 3.0432
O: 1.1101 0.9700 4.3831
O: -1.0674 0.4868 -0.4172
O: -1.6109 3.0879 -5.4053
O: 3.0397 1.2477 0.6069
O: 3.1218 0.3171 -2.2794
O: 0.8865 4.5655 -1.4015
O: -4.7114 3.3417 3.4932
O: 3.3369 0.4496 -4.4217
O: 3.4949 2.3084 2.8528
O: -3.4660 -5.2075 0.7266
O: 0.5164 0.0492 0.9016
O: 2.0795 -1.1818 5.5216
O: -3.7109 -5.2687 -1.8193
O: -1.8379 -6.5337 -0.5584
O: -3.4861 1.9835 4.5828
O: -7.4721 3.8921 -0.2334
O: 1.3786 -2.4499 -4.5749
O: 1.9668 -2.8993 -2.3778
O: 0.1802 -1.2791 -0.6255
O: -3.5880 1.5947 -4.7972
O: 3.9008 -4.1372 -0.8062
O: 1.0513 6.3832 0.0267
O: 3.8276 3.6109 0.6724
O: -3.9068 4.0957 -5.5500
O: 5.0235 -5.5822 -2.3890
O: 3.5449 -6.5878 -0.6197
O: -6.1828 3.4201 -1.9816
N: -0.1504 -0.2367 -0.0371
C: -2.6874 -5.2671 1.8976
C: -2.8461 0.4592 -4.3974
C: 1.9505 -3.2239 -3.6084
C: -3.8444 2.5305 3.4652
C: 2.4620 -4.5941 -4.2629
C: -3.5667 -5.0370 3.0412
C: 3.7870 3.5004 3.5326
C: 1.2575 -3.1933 -5.8351
C: -0.0393 -1.5336 3.8112
C: -2.7770 2.1798 2.4441
C: -1.6307 -3.8393 -0.6978
C: -7.6319 3.6092 1.0783
C: -7.1221 2.2086 1.2186
C: 2.2559 -4.3284 -5.6793
C: 1.1602 1.1459 -4.9914
C: -2.2569 1.2679 4.4418
C: -3.4907 -0.1211 -3.0944
C: 6.0358 -5.6091 0.2265
C: -6.5072 3.2068 -0.8579
C: 1.5158 1.6243 -3.6467
C: 1.5317 7.7991 -0.0407
C: 2.4412 -6.1745 0.2629
C: 1.2035 5.7400 -1.1994
C: -6.0386 2.1643 0.1557
C: -2.2836 0.8785 3.0261
C: 1.5974 6.7496 -2.2416
C: 1.3210 3.1992 1.5239
C: 2.5586 0.7039 -5.5070
C: 2.8189 0.2048 7.3145
C: 2.7443 0.7767 -3.3557
C: 1.9068 -7.4755 0.9296
C: 5.3259 3.5782 3.6946
C: 1.6552 -0.6876 6.7335
C: 1.4521 8.1074 -1.5691
C: -2.6958 3.4957 -3.0095
H: -3.1298 -5.6538 3.8267
H: -1.6486 3.2508 -2.8321
H: -2.1591 -6.2088 2.0465
H: 2.5758 -7.9051 1.6752
H: 6.8103 -4.8505 0.1134
H: 2.8855 1.4428 -6.2386
H: 0.3076 -3.5994 -6.1828
H: -4.5681 -0.1311 -3.2598
H: -2.2296 0.2996 4.9415
H: 0.9693 -7.2082 1.4172
H: -3.4110 0.6025 -2.2831
H: 5.5501 2.8293 4.4542
H: 3.5051 -4.8554 -4.0849
H: 1.7122 -2.6360 -6.6541
H: 0.8462 3.2395 0.5436
H: -0.4498 -1.4615 2.8041
H: -2.9720 -0.9970 -2.7047
H: 1.9798 -5.4771 -3.8436
H: -1.0013 -4.0020 0.1771
H: -2.0540 2.9937 2.3893
H: -6.9338 4.2838 1.5738
H: -2.0170 -4.4088 1.8535
H: -3.3126 2.0503 1.5037
H: 0.7742 1.8894 -5.6888
H: 3.2336 3.3275 4.4556
H: 3.2547 -4.3658 -6.1142
H: 0.5400 8.5658 -1.9512
H: 2.4651 -0.2413 -6.0417
H: -1.4528 1.9486 4.7212
H: -5.0219 2.4933 0.3704
H: -6.6960 2.0303 2.2059
H: 2.2012 8.8738 -1.7683
H: -0.9536 -3.9972 -1.5373
H: -4.6133 -5.2839 2.8633
H: -5.9132 1.1479 -0.2175
H: 2.8345 -5.6462 1.1314
H: 1.8405 -5.2428 -6.1029
H: 1.4736 4.2448 1.7916
H: 0.3973 -2.5259 3.9245
H: 1.8709 2.6543 -3.6797
H: 1.9320 -8.3012 0.2186
H: 0.7311 -0.1604 6.4965
H: -2.8512 4.4863 -2.5821
H: -2.9625 -0.2132 -5.2473
H: -0.7292 -1.3392 4.6325
H: 5.8578 3.3444 2.7724
H: -1.2492 0.7864 2.6951
H: -1.7769 0.5826 -4.2253
H: 3.3783 4.4260 3.1272
H: 5.7824 -5.6734 1.2847
H: -3.5358 -4.0605 3.5245
H: 1.3959 -1.4472 7.4709
H: 0.7895 8.3443 0.5423
H: 0.4704 0.3032 -5.0379
H: 6.3985 -6.6221 0.0524
H: 1.0252 6.5477 -3.1472
H: -2.8840 -0.0062 2.8143
H: 1.7281 -5.5133 -0.2295
H: -8.6170 3.7409 1.5259
H: -2.1933 -2.9067 -0.7408
H: 5.6545 4.5218 4.1302
H: -3.3211 2.8054 -2.4432
H: 2.6737 6.6409 -2.3753
H: 2.5724 7.9598 0.2409
H: 0.7016 2.5594 2.1524
H: 3.6259 -0.3888 7.7439
H: 2.3244 0.8860 8.0070
H: -7.9805 1.5402 1.1511
H: 0.7482 1.6308 -2.8728
H: 3.3245 0.9316 6.6787

total energy = -157812.9451 eV
net charge = +1

***

# 3
Entry from the OMol25 dataset: 10 unconnected molecules or ions with the total composition C35H72F5NO16S2 in a non-equilibrium geometry (ωB97M-V/def2-TZVPD).

Cartesian coordinates (Å):
S: 0.8212 3.7925 0.4117
S: 3.0719 -1.4933 1.1319
F: 6.2186 -2.1395 1.3426
F: 3.1746 -2.5617 3.7603
F: 4.4367 -0.5649 3.4209
F: 6.3044 -2.6834 3.6743
F: 5.0228 -4.1169 2.2272
O: -0.8593 6.3567 -0.6438
O: 2.5454 -0.4239 -4.5415
O: -5.5368 -0.4615 0.0189
O: 7.8377 -0.6698 -7.7467
O: 5.1496 -2.3191 -6.3610
O: -1.1335 1.9515 2.6348
O: -4.6553 -3.0336 -5.8073
O: -2.3553 2.1081 -3.0326
O: 4.5658 -1.7600 -1.9053
O: -1.8164 -3.8996 4.2822
O: -3.3062 7.4845 -3.4228
O: 3.2597 1.6061 1.7261
O: -1.7226 -4.7617 7.9825
O: 1.6672 -0.9769 1.5246
O: 1.1541 -3.5035 10.9778
O: 2.8543 -2.8373 0.3626
N: 3.9939 -0.3286 0.1504
C: -6.5465 0.3624 0.5828
C: -1.0358 -2.7163 4.3629
C: 3.2455 0.9580 0.5584
C: 1.1608 1.7155 -3.6820
C: 2.2563 0.4824 -3.4210
C: -0.9705 8.6049 0.2006
C: -0.4512 3.9167 -2.9514
C: -2.1012 0.7731 -3.5906
C: -5.6137 8.1323 -3.2353
C: -1.7153 0.7554 2.1377
C: 9.3820 -2.0768 -6.5571
C: -4.2708 8.4248 -3.8717
C: -0.6221 -2.7742 8.7688
C: -0.5060 -4.2636 8.5191
C: -1.6890 3.1772 -3.7886
C: 4.0072 -1.8346 2.7364
C: 2.8725 0.3811 -1.9059
C: 3.9294 -0.7336 -1.3374
C: 5.4139 -2.6885 2.4868
C: 2.4031 1.4538 -0.7585
C: 2.7582 -2.8108 -5.6081
C: 1.3207 2.6617 -0.9962
C: -1.0585 7.7115 -1.0193
C: 4.2401 -2.1420 -5.2147
C: 8.4241 -0.9064 -6.4754
C: 0.6823 2.7881 -2.5265
C: 0.1348 -2.8023 3.4057
C: -3.0972 0.5677 2.7286
C: -2.7080 -4.4401 -5.9053
C: 3.9841 -0.5360 -4.8229
C: 0.5074 -4.0907 12.0973
C: -3.3458 -0.2922 -3.4313
C: -7.4717 -0.4703 1.4457
C: 1.4594 -4.1466 13.2741
C: -3.8969 -3.9900 -5.0818
H: 8.8605 -2.9822 -6.8844
H: 5.2194 -3.3326 -6.4699
H: 2.1865 -2.1900 -6.4306
H: 2.9054 -3.8964 -6.0821
H: 2.1032 -2.9966 -4.6306
H: -0.0046 4.8181 -3.5754
H: 1.9261 -4.0546 10.7629
H: -4.4091 0.1684 -3.6269
H: -0.8473 -2.2418 7.8389
H: -2.1102 -5.1744 -5.3581
H: -7.9445 -1.2618 0.8550
H: -0.2878 7.9809 -1.7476
H: -1.7772 0.7513 -4.7144
H: -1.4419 -2.5632 9.4631
H: -5.9791 -1.1417 -0.5174
H: -3.2440 -0.8652 -2.4142
H: 0.1666 -5.0930 11.8202
H: -4.3333 8.3700 -4.9629
H: 7.6267 -1.1016 -5.7516
H: -1.0621 -0.0849 2.3922
H: -2.0720 -3.5865 -6.1614
H: -0.2177 -2.9389 2.3781
H: -4.5447 -4.8361 -4.8326
H: 0.0054 8.4991 0.6854
H: 0.3034 -4.4818 7.8157
H: -6.0595 1.1380 1.1814
H: -3.6174 6.5997 -3.6801
H: -5.5400 8.1763 -2.1438
H: -1.7262 8.3243 0.9416
H: -0.3692 -3.4837 12.3425
H: 10.1690 -1.8793 -7.2922
H: 4.6908 -0.1579 -3.9700
H: 4.2217 0.0513 -5.8345
H: -6.3677 8.8515 -3.5677
H: 0.9745 -4.5927 14.1470
H: -2.5234 4.0067 -3.9926
H: -1.2676 2.8662 -4.8343
H: -3.7405 1.4182 2.4806
H: 1.8058 -3.1417 13.5369
H: -5.9521 7.1230 -3.4912
H: -3.1816 -1.1114 -4.2839
H: -1.8898 -4.2905 7.1482
H: 4.6308 -2.7752 -4.3097
H: -0.1165 3.0370 1.1859
H: -3.0373 -4.8863 -6.8493
H: 0.6868 1.8343 -4.7486
H: -8.2534 0.1511 1.8916
H: -1.1924 0.3158 -2.9693
H: -1.5537 6.1248 -0.0035
H: -3.9262 9.4258 -3.5957
H: -0.6912 -2.5926 5.3943
H: -3.5628 -3.5249 -4.1496
H: 0.7442 -1.8954 3.4525
H: 8.9534 0.0009 -6.1693
H: 0.7667 -3.6644 3.6428
H: -1.0799 1.8712 3.6026
H: -1.1175 9.6536 -0.0727
H: -0.3028 -4.7939 9.4542
H: -0.9443 4.2871 -1.9417
H: -2.0364 7.8019 -1.5024
H: -3.0474 0.5140 3.8211
H: -6.9112 -0.9627 2.2470
H: -7.0974 0.8478 -0.2287
H: -1.2406 -4.6473 4.5177
H: -4.9543 -3.4590 -6.6293
H: 0.3064 -2.3754 9.1870
H: 9.8462 -2.2694 -5.5857
H: -1.7720 0.8306 1.0477
H: 2.3486 -4.7350 13.0255
H: -3.5613 -0.3481 2.3518
H: 7.3631 -1.4784 -8.0057
H: -1.6765 -1.8666 4.1090

total energy = -106948.3584 eV
SMILES string = CCOCCc1cc(OC[C@@H](C)O)c2c(c1S)C(=O)N(S(=O)(=O)C(F)(F)C(F)(F)F)C2=O.CCO.CCO.CCO.CCO.CCO.CCO.CCO.CCO.CCO
net charge = 0